(1)
Formula: C15H37B4N5O9
Source: the OMol25 dataset
Level of theory: wB97M-V/def2-TZVPD

Atoms and positions in Å:
O (5.2540, -2.9315, 3.6640)
O (4.4592, 2.3798, 1.3172)
O (0.9873, -0.7159, -1.2174)
O (5.0536, 0.2580, 2.1176)
O (8.4901, 2.3094, 0.5109)
O (3.0803, -0.9741, -0.1040)
O (1.7365, 0.9441, 0.3109)
O (-2.9171, 1.1948, -1.9306)
O (-9.0586, 0.4779, -2.5524)
N (-0.5992, -1.3398, 2.0303)
N (3.0827, -3.0987, 4.2646)
N (-10.5655, -1.1335, -3.0690)
N (8.2966, 4.5657, 0.4132)
N (-4.6928, -0.0340, -2.6163)
C (6.8477, 4.4860, 0.3430)
C (8.9921, 3.4143, 0.5027)
C (-4.1163, 1.0660, -2.1075)
C (4.4015, -3.2784, 4.4576)
C (-10.1551, -0.0320, -2.4169)
C (5.8510, -0.7547, 1.4781)
C (-3.8390, -1.1499, -2.9834)
C (-0.7705, 0.3838, 0.2771)
C (8.9431, 5.8600, 0.3809)
C (2.6568, -2.4458, 3.0376)
C (2.0907, -3.5127, 5.2333)
C (-11.8842, -1.7011, -2.8719)
C (-6.1293, -0.1369, -2.8073)
C (-0.8003, -0.1356, 1.6894)
C (-9.6488, -1.7675, -4.0015)
B (2.9444, 0.2902, 0.4541)
B (4.2552, 1.0135, 1.3097)
B (2.2131, -1.3209, -1.1110)
B (0.6996, 0.2256, -0.2418)
H (6.0635, -0.4983, 0.4427)
H (-8.7392, -2.0800, -3.4880)
H (-12.4419, -1.7106, -3.8101)
H (-4.8404, 1.8591, -1.8588)
H (2.5301, -2.1505, -1.9012)
H (-6.6205, 0.7740, -2.4843)
H (6.7624, -0.8827, 2.0453)
H (-12.4335, -1.1050, -2.1468)
H (-1.0021, 0.5719, 2.4897)
H (10.0217, 5.7305, 0.4411)
H (4.5427, 2.7540, 0.4419)
H (3.1035, -1.4524, 2.9679)
H (10.0836, 3.5720, 0.5568)
H (6.4333, 5.4874, 0.2548)
H (-6.5281, -0.9688, -2.2248)
H (1.5133, -2.6546, 5.5824)
H (2.9838, -3.0196, 2.1689)
H (-6.3600, -0.3016, -3.8614)
H (-11.8099, -2.7240, -2.4984)
H (-10.9178, 0.3783, -1.7345)
H (4.6422, -3.7552, 5.4237)
H (-3.1144, -0.8452, -3.7390)
H (8.7065, 6.3863, -0.5464)
H (-1.0953, 1.4202, 0.2360)
H (-10.1308, -2.6365, -4.4412)
H (8.6184, 6.4743, 1.2233)
H (1.4031, -4.2383, 4.7939)
H (-9.3678, -1.0707, -4.7916)
H (-1.4546, -0.2005, -0.3315)
H (-3.2850, -1.5100, -2.1157)
H (2.5841, -3.9730, 6.0872)
H (-0.4449, -1.9236, 1.2042)
H (-4.4550, -1.9547, -3.3764)
H (6.4480, 4.0013, 1.2333)
H (6.5557, 3.8942, -0.5277)
H (1.5734, -2.3552, 3.0347)
H (5.3132, -1.6986, 1.4886)

Cartesian forces, eV/Å:
0.1 -0.1 0.0
0.4 -0.2 0.3
0.2 0.0 0.4
0.3 0.3 -0.1
0.0 0.0 0.0
-0.1 0.2 -0.2
0.0 -0.3 0.2
0.0 0.0 0.0
0.0 0.0 0.0
-0.1 -0.1 0.1
-0.1 0.0 0.0
-0.1 -0.1 0.0
0.0 0.2 0.0
-0.1 -0.1 -0.1
0.1 -0.1 0.0
0.1 -0.1 -0.1
0.0 0.1 0.0
0.0 0.1 0.1
0.0 0.1 0.1
-0.7 -0.5 0.1
0.0 0.1 0.0
0.0 0.1 0.1
-0.1 -0.1 0.0
0.0 0.0 0.0
0.0 0.1 -0.1
0.1 0.0 -0.1
0.3 -0.1 0.0
0.0 -0.1 0.0
0.0 0.1 0.1
0.6 0.2 0.0
0.0 0.0 0.2
0.2 -0.4 -0.3
-0.5 0.2 -0.4
0.2 0.2 0.0
0.0 0.0 0.0
0.0 0.0 0.0
0.0 0.0 0.0
0.0 0.0 0.0
0.0 0.0 0.0
0.2 0.2 0.0
0.0 0.0 0.0
0.1 0.1 0.1
0.0 0.0 0.0
-0.5 0.2 -0.2
0.0 0.0 0.0
0.0 0.0 0.0
0.0 0.0 0.0
-0.1 0.0 0.0
0.0 0.0 0.0
0.0 0.0 0.0
-0.1 0.0 0.0
0.0 0.0 0.0
0.0 0.0 0.0
0.0 0.0 0.0
0.0 0.0 0.0
0.0 0.0 0.0
-0.1 0.1 0.0
0.0 0.0 0.0
0.0 0.0 0.0
0.0 0.0 0.0
0.0 0.0 0.0
-0.1 0.0 -0.2
0.0 0.0 0.0
0.0 0.0 0.0
0.0 0.0 0.0
0.0 0.0 0.0
0.0 0.0 0.0
0.0 0.0 0.0
0.0 0.0 0.0
0.0 -0.1 0.0

Calculated values
**Total energy**: -44747.1172 eV
**SMILES**: [H]/N=C\CB1OBOB(B(O)OC)O1.CN(C)C=O.CN(C)C=O.CN(C)C=O.CN(C)C=O
**LUMO level**: 0.47 eV


(2)
Formula: C32H88N8O8
Source: the OMol25 dataset
Level of theory: wB97M-V/def2-TZVPD

Atoms and positions in Å:
O (-14.3117, 28.6625, -13.2004)
O (-16.7788, 23.1682, -11.9105)
O (-13.5461, 29.1773, -6.9941)
O (-16.1058, 27.8367, -8.2228)
O (-15.2280, 23.1850, -7.0922)
O (-11.5488, 23.4271, -10.2407)
O (-15.4206, 27.7904, -4.4110)
O (-18.0462, 27.6995, -10.8719)
N (-17.4072, 25.8653, -3.7637)
N (-14.2597, 30.7050, -9.9689)
N (-14.3971, 24.4072, -10.6149)
N (-13.0782, 25.6102, -8.0154)
N (-14.3947, 22.0014, -10.4699)
N (-19.6578, 30.5762, -9.4218)
N (-15.8535, 22.4589, -14.7938)
N (-14.8733, 25.4597, -9.1330)
C (-15.5756, 26.4168, -10.0381)
C (-14.4418, 28.7617, -4.9055)
C (-12.8601, 25.9709, -11.4153)
C (-13.4678, 26.2497, -5.8218)
C (-13.0699, 28.0126, -7.6761)
C (-19.0545, 29.8946, -10.5258)
C (-13.3604, 24.5749, -11.6059)
C (-17.1469, 24.1908, -10.9228)
C (-17.7423, 27.0407, -4.6080)
C (-16.9868, 25.9146, -10.2950)
C (-15.6595, 27.8744, -9.5983)
C (-14.4366, 21.9828, -9.0286)
C (-11.0343, 22.1874, -9.7522)
C (-16.7596, 28.2152, -4.4923)
C (-13.5763, 22.1710, -13.8884)
C (-12.2003, 23.4915, -11.4713)
C (-13.8180, 30.2218, -11.2799)
C (-19.2050, 26.9142, -11.2451)
C (-18.1933, 28.7371, -9.8964)
C (-13.0196, 22.0117, -8.4900)
C (-15.5166, 23.2062, -12.4648)
C (-15.7847, 24.2969, -6.5473)
C (-14.6689, 29.0807, -11.8389)
C (-13.7672, 26.6693, -7.2767)
C (-19.2517, 27.5584, -4.5063)
C (-15.1763, 27.5793, -13.5454)
C (-18.2995, 30.8140, -11.5845)
C (-15.1489, 22.2041, -13.5646)
C (-12.8825, 30.4243, -7.4533)
C (-12.3417, 29.9893, -11.0628)
C (-15.0822, 23.3509, -8.5419)
C (-16.1619, 29.1350, -7.6738)
H (-15.2482, 24.8916, -10.8619)
H (-18.8637, 31.6714, -11.9513)
H (-16.4787, 25.5627, -4.0215)
H (-13.3140, 23.1220, -14.3518)
H (-12.5420, 22.6151, -12.0219)
H (-17.6314, 26.5778, -5.5885)
H (-16.5478, 24.1092, -10.0159)
H (-10.1810, 21.8245, -10.3252)
H (-12.5157, 22.8717, -8.9312)
H (-19.5451, 26.0877, -10.6211)
H (-14.7637, 23.1511, -11.6785)
H (-19.6261, 27.9240, -5.4624)
H (-17.9844, 30.1930, -12.4231)
H (-12.0360, 26.1465, -12.1068)
H (-17.2944, 26.1827, -2.8116)
H (-18.8111, 28.4000, -9.0640)
H (-19.9273, 29.9555, -8.6721)
H (-15.3330, 22.1999, -10.7866)
H (-11.7945, 30.4624, -7.3980)
H (-16.0023, 24.1967, -5.4840)
H (-20.0851, 27.3922, -11.6752)
H (-15.1143, 26.4855, -11.0233)
H (-15.2684, 29.7300, -7.8630)
H (-16.1204, 23.3850, -8.8722)
H (-17.1080, 24.8620, -10.0392)
H (-13.5948, 26.7642, -11.2778)
H (-14.5918, 28.7485, -5.9850)
H (-12.1153, 25.7186, -7.7305)
H (-13.5748, 31.3381, -9.5813)
H (-17.7875, 26.4010, -9.7379)
H (-12.4307, 21.1258, -8.7277)
H (-17.1979, 25.9067, -11.3644)
H (-13.4271, 28.4751, -4.6293)
H (-12.1961, 29.3791, -10.1714)
H (-12.9466, 22.1035, -7.4064)
H (-15.7271, 29.3233, -11.7418)
H (-16.3872, 29.1607, -6.6076)
H (-16.6119, 24.7210, -7.1163)
H (-16.3383, 28.4145, -10.2583)
H (-14.6467, 28.2470, -11.1370)
H (-17.0413, 25.2106, -11.2930)
H (-14.9883, 25.0396, -6.5950)
H (-15.5017, 21.2379, -13.2040)
H (-13.3416, 21.3969, -14.6190)
H (-11.9418, 29.4777, -11.9382)
H (-14.6673, 28.3177, -9.6821)
H (-12.0156, 27.9202, -7.4154)
H (-14.2443, 26.5708, -5.1276)
H (-14.7952, 26.5662, -7.6243)
H (-19.3419, 28.3966, -3.8154)
H (-18.1869, 24.0491, -10.6289)
H (-13.8389, 22.7825, -10.7877)
H (-20.4398, 31.1665, -9.6670)
H (-15.2474, 24.1536, -12.9318)
H (-13.3011, 24.6985, -7.6423)
H (-13.9332, 25.7965, -8.9820)
H (-13.0069, 30.4842, -8.5345)
H (-19.9487, 26.7764, -4.2051)
H (-14.8339, 26.7062, -12.9900)
H (-13.1713, 28.2382, -8.7377)
H (-13.9499, 24.9414, -9.8836)
H (-13.8160, 24.4277, -12.5851)
H (-14.9439, 21.1191, -8.5988)
H (-12.3436, 26.0381, -10.4578)
H (-14.8810, 27.3451, -14.5682)
H (-16.0128, 21.5499, -15.2042)
H (-13.9121, 31.0403, -11.9936)
H (-15.0830, 31.2321, -10.2230)
H (-13.4298, 25.1630, -5.7460)
H (-18.8081, 26.3398, -12.0822)
H (-16.7604, 22.8297, -14.5485)
H (-16.9945, 28.9615, -5.2512)
H (-14.3920, 24.1821, -8.6860)
H (-16.9672, 29.6315, -8.2151)
H (-14.5346, 29.7403, -4.4345)
H (-17.3917, 31.2719, -11.1916)
H (-13.3080, 31.2712, -6.9151)
H (-16.9462, 28.6982, -3.5331)
H (-10.5248, 22.3001, -8.7952)
H (-15.3459, 25.5830, -8.2490)
H (-11.3721, 23.7568, -12.1285)
H (-12.6349, 26.7404, -5.3183)
H (-13.0178, 22.0349, -12.9623)
H (-11.7824, 30.9186, -10.9546)
H (-16.2338, 27.7750, -13.3680)
H (-11.7309, 21.3538, -9.6632)
H (-19.8440, 29.4910, -11.1598)
H (-17.3131, 29.1980, -9.4483)

Cartesian forces, eV/Å:
-1.0 1.1 2.1
-1.6 -3.6 -1.2
3.5 1.9 -2.5
-0.1 0.5 -0.6
-0.2 -2.0 -0.5
0.2 -0.3 1.3
0.4 0.5 0.2
-2.1 3.3 -1.0
-0.6 1.0 0.3
-1.9 -0.2 -1.3
4.6 -1.3 -4.7
5.5 0.9 2.0
0.1 -3.8 1.1
0.2 1.2 0.7
-0.3 0.3 -0.7
-11.1 10.8 2.0
-1.5 1.0 0.6
-1.9 -0.9 1.0
2.3 0.4 0.2
-1.1 0.9 1.4
-0.1 0.2 0.2
0.4 0.1 -1.2
0.9 -0.3 -0.7
1.3 -12.1 -7.0
-0.6 -0.6 -0.7
-1.5 9.4 7.0
0.6 -1.4 1.6
0.4 1.8 1.0
3.2 -0.9 -2.3
-0.6 -0.1 1.5
-2.0 0.1 0.3
0.8 1.4 -2.1
1.0 1.0 -0.5
0.6 -0.1 -1.5
-3.9 1.5 -1.6
-1.5 -0.3 1.9
1.5 0.5 -1.4
0.9 1.6 0.7
0.7 -0.6 -0.4
2.0 0.4 2.2
1.2 -0.4 0.1
1.7 -0.2 -0.3
0.3 -0.5 1.3
0.6 -0.7 0.6
0.0 -1.4 -0.6
0.3 -1.0 -1.1
1.7 -5.7 3.3
-0.6 1.2 -0.7
1.4 -1.1 -1.0
-0.5 -0.3 0.0
0.2 0.0 -0.2
0.1 0.1 0.1
0.6 0.0 2.3
-0.1 0.4 -0.5
1.7 -4.7 -1.6
0.2 0.4 -1.0
-1.1 -0.2 0.9
0.2 0.5 1.1
-1.6 0.0 -2.5
0.3 0.0 -0.2
-0.2 0.0 -0.1
-0.3 0.8 -0.5
-0.1 0.0 0.5
0.1 -0.5 0.2
-0.1 0.0 -0.1
-0.1 -0.8 0.5
0.2 -0.6 1.0
-0.4 -0.4 -0.1
0.2 0.8 0.5
-0.2 -0.1 0.5
-0.3 -0.4 0.0
0.4 0.5 -0.1
-1.1 6.6 6.6
0.5 -0.2 -1.1
-0.3 0.3 2.0
0.7 -0.2 -0.2
-0.3 0.5 -0.7
1.1 0.0 1.1
-2.0 -0.2 1.5
-1.7 10.7 0.5
-0.3 -0.5 -0.1
0.2 -0.1 -0.1
-0.5 0.1 0.3
-0.2 0.7 -0.8
0.2 -0.4 -0.9
-0.7 -0.2 0.1
1.3 -0.5 0.4
1.0 0.2 -1.5
2.0 -10.7 -4.6
-0.9 0.3 0.5
0.6 -0.4 0.4
-0.1 -0.1 0.1
0.3 -0.2 0.1
-0.4 0.1 1.0
0.3 -0.2 -0.2
-0.2 -0.6 -0.4
1.0 1.8 1.7
0.1 -0.1 0.2
-0.3 -0.3 -0.6
-0.2 -1.3 1.4
0.1 0.0 0.0
-1.2 0.8 -0.4
-0.2 -0.3 0.2
0.4 0.9 -0.4
-0.2 -0.1 1.1
0.3 -0.1 0.1
-0.4 -0.3 0.2
0.2 -0.5 -0.1
0.8 -2.4 -2.7
1.2 0.4 -0.1
-0.5 0.0 -0.3
0.2 -0.4 0.3
-0.7 0.1 -0.2
-0.2 0.1 -0.5
0.1 0.1 -0.4
-0.5 0.4 0.8
0.5 0.2 0.2
-0.1 0.1 -0.4
-0.3 0.0 -0.1
0.2 -0.2 0.2
-1.2 -3.5 0.6
0.0 0.8 1.1
-0.6 0.3 -0.1
0.2 -0.1 0.4
-0.2 -0.3 -0.1
-0.4 0.3 0.3
-0.7 0.6 0.3
-0.8 0.1 -0.4
-0.1 0.7 -0.8
0.8 -0.3 -0.7
-0.5 -0.9 -1.4
-0.2 0.1 0.1
-0.1 0.1 -0.2
1.6 0.9 -1.9
0.0 -0.7 0.0
-0.8 -0.7 -1.3

Calculated values
**Energy above the lowest of the compared OMol25 structures with the same formula, charge and spin**: 3914.7 kJ/mol
**Total energy**: -62868.1944 eV
**LUMO level**: 0.35 eV


(3)
Formula: C4H4O
Source: the OMol25 dataset
Level of theory: wB97M-V/def2-TZVPD

Atoms and positions in Å:
O (1.0370, -0.7784, 0.6755)
C (0.3713, 0.2286, -0.0909)
C (0.9270, 0.1077, 1.7539)
C (-0.7825, -0.2947, -0.8070)
C (-1.7503, -0.6807, -1.4188)
H (-0.0651, 0.9422, 0.7099)
H (1.0766, 0.8002, -0.7062)
H (1.7966, 0.8266, 1.6185)
H (-2.6010, -1.0525, -1.9506)

Cartesian forces, eV/Å:
0.0 0.2 0.2
0.0 0.2 0.0
0.3 -0.2 -0.1
-0.9 -0.3 -0.6
0.9 0.3 0.6
0.0 0.0 -0.3
-0.2 -0.2 0.1
-0.3 -0.2 0.0
0.2 0.1 0.1

Calculated values
**Energy above the lowest of the compared OMol25 structures with the same formula, charge and spin**: 583.4 kJ/mol
**Total energy**: -6253.3329 eV
**LUMO level**: 0.16 eV


> Number 2 is which compound?

C32H88N8O8


> Which value of total energy does entry 3 give?

-6253.3329 eV